No. 1
The following is a quantum chemistry calculation of a structure of composition C15H31ClO4P2Tc at a distorted geometry, from the Open Molecules 2025 dataset.

The calculation puts the largest force on an atom at 11.5 eV/A. The HOMO energy (spin up / spin down) comes out at -13.60 / -13.60 eV. Its charge is +2. The expectation value of S² is 3.904. Its spin multiplicity is 4. As for the electronic energy: -57516.5738 eV.

Last column: Mulliken spin population.
Cartesian coordinates (Å):
P -1.824 1.410 0.176  -0.19
P -1.265 -1.439 -1.254  -0.17
C -3.118 0.683 -0.983  0.01
C -3.057 -0.832 -1.189  0.02
H -3.009 1.240 -1.929  0.00
H -4.060 0.992 -0.507  0.00
H -3.562 -1.373 -0.366  0.01
H -3.574 -1.101 -2.127  0.00
C -0.953 -1.350 -3.030  0.01
H 0.006 -1.838 -3.224  0.00
H -0.869 -0.307 -3.342  0.00
H -1.730 -1.839 -3.635  0.00
C -1.332 -3.186 -0.855  0.03
H -2.079 -3.752 -1.428  0.00
H -1.540 -3.311 0.210  0.00
H -0.341 -3.608 -1.051  0.00
C -1.718 3.126 -0.237  0.00
H -1.128 3.616 0.543  0.00
H -2.742 3.522 -0.252  0.00
H -1.218 3.254 -1.207  0.00
C -2.659 1.232 1.762  0.02
H -2.745 0.177 2.052  -0.01
H -3.649 1.677 1.616  0.00
H -2.089 1.790 2.514  0.00
Tc -0.121 -0.018 0.138  2.58
C -6.575 -1.643 -2.657  0.00
C -5.909 -1.163 -3.715  0.00
C -6.340 0.002 -4.559  0.00
C -7.219 1.054 -3.841  0.00
C -6.668 1.636 -2.567  0.00
C -6.826 1.167 -1.323  0.00
C -7.658 -0.023 -0.942  0.00
C -7.836 -1.092 -2.047  0.00
C 0.747 1.609 1.279  -0.02
H -6.288 -2.613 -2.226  0.00
H -5.070 -1.731 -4.137  0.00
H -6.924 -0.355 -5.427  0.00
H -5.452 0.498 -4.979  0.00
H -7.318 1.899 -4.540  0.00
H -8.231 0.646 -3.722  0.00
H -6.203 2.621 -2.724  0.00
H -6.478 1.760 -0.468  0.00
H -8.676 0.303 -0.658  0.00
H -7.234 -0.496 -0.043  0.00
H -8.338 -1.948 -1.569  0.00
H -8.541 -0.712 -2.796  0.00
H 1.236 1.098 2.136  0.04
H 0.220 2.511 1.628  -0.01
H 1.674 1.923 0.765  0.01
O 3.689 1.101 0.791  0.23
Cl 3.842 -0.291 1.270  0.24
O 4.216 -1.206 0.171  0.29
O 2.743 -0.762 2.166  0.21
O 1.533 -0.561 -0.079  -0.29

Cartesian forces, eV/Å:
-3.76 1.69 -2.42
-4.84 -0.84 -2.90
0.20 0.80 0.26
0.40 -0.22 0.51
-0.16 -0.27 0.25
-0.03 -0.15 -0.56
0.18 0.25 -0.34
0.17 -0.02 0.38
0.92 0.22 -0.35
-0.03 0.08 -0.16
-0.01 -0.07 -0.04
0.05 0.03 0.51
0.68 -0.47 0.70
0.08 0.49 -0.07
-0.02 -0.09 -0.07
-0.10 -0.11 0.03
0.11 0.55 0.12
-0.22 0.22 -0.26
0.30 0.11 -0.10
-0.24 0.03 0.24
0.74 -0.05 0.64
-0.14 0.27 0.08
0.06 -0.12 0.08
-0.27 -0.22 0.06
10.06 -3.77 3.96
0.24 -0.28 -0.24
-0.40 -0.43 -0.04
-0.04 0.48 0.10
-0.20 0.32 -0.74
0.02 0.30 0.33
-0.34 0.41 -0.27
0.01 -0.46 -0.12
-0.61 -0.34 0.45
0.23 1.30 0.83
0.30 0.46 -0.16
-0.20 0.03 0.30
0.33 -0.02 0.26
-0.16 -0.09 0.07
-0.08 -0.29 0.13
0.46 0.49 -0.06
0.14 -0.47 0.33
0.04 -0.03 -0.35
0.41 0.03 0.02
-0.07 0.08 -0.15
0.01 0.29 -0.16
0.33 -0.48 0.36
-0.90 -0.36 -0.13
0.11 -0.61 -0.16
-0.75 -0.03 -0.60
-0.01 -1.59 0.80
-0.04 -0.13 -0.81
-0.71 0.94 1.69
1.48 0.65 -1.40
-3.71 1.50 -0.83

=====

No. 2
The following is a quantum chemistry calculation of a structure of composition C15H31HgNOSi3, from the Open Molecules 2025 dataset.

The calculation puts the largest force on an atom at 0.3 eV/A. The HOMO energy (spin up / spin down) comes out at -2.73 / -4.72 eV. Its charge is -1. The expectation value of S² is 0.757. Its spin multiplicity is 2. As for the electronic energy: -47408.2210 eV.

Last column: Mulliken spin population.
Cartesian coordinates (Å):
Hg 1.154 -0.384 -0.581  0.60
C 1.908 2.906 -2.396  0.00
Si 0.367 1.910 -2.814  -0.06
C 0.833 0.536 -4.015  -0.01
C -0.741 3.082 -3.818  0.02
C -0.447 1.205 -1.316  0.30
C -1.617 0.339 -1.645  -0.05
C -2.844 0.873 -2.074  0.03
C -3.921 0.039 -2.301  0.00
C -3.771 -1.328 -2.114  0.00
C -2.523 -1.784 -1.722  0.01
N -1.481 -0.990 -1.504  0.01
Si -0.775 2.229 0.193  0.02
C -1.946 3.693 -0.102  0.02
C -1.585 1.159 1.505  0.00
C 0.798 2.987 0.899  -0.02
H 2.438 3.158 -3.319  0.00
H 2.583 2.335 -1.756  0.01
H 1.663 3.841 -1.889  0.00
H 1.255 0.949 -4.937  0.00
H -0.046 -0.055 -4.283  0.00
H 1.565 -0.140 -3.570  0.03
H -0.190 3.488 -4.671  0.00
H -1.088 3.922 -3.212  0.00
H -1.620 2.566 -4.210  0.00
H -2.938 1.943 -2.202  0.00
H -4.873 0.452 -2.617  0.00
H -4.589 -2.018 -2.269  0.00
H -2.343 -2.844 -1.573  0.00
H -2.929 3.360 -0.443  0.00
H -1.548 4.384 -0.849  0.00
H -2.091 4.253 0.828  0.00
H -2.546 0.775 1.149  0.00
H -1.772 1.738 2.414  0.00
H -0.961 0.296 1.756  0.00
H 1.225 3.744 0.238  0.00
H 1.564 2.232 1.083  0.02
H 0.567 3.470 1.853  0.00
C 2.668 -0.469 3.047  0.01
Si 1.574 -1.902 2.473  -0.02
C 2.761 -3.288 1.974  0.01
C 0.647 -2.528 4.000  0.00
O 0.537 -1.500 1.319  0.04
H 3.307 -0.754 3.888  0.00
H 2.057 0.382 3.359  0.00
H 3.314 -0.131 2.231  0.00
H 3.430 -3.572 2.792  0.00
H 3.373 -2.973 1.125  0.01
H 2.201 -4.175 1.667  0.00
H 1.330 -2.802 4.810  0.00
H 0.050 -3.408 3.746  0.00
H -0.035 -1.762 4.376  0.00

Cartesian forces, eV/Å:
-0.04 -0.09 0.19
-0.02 0.00 -0.01
0.02 -0.03 -0.06
0.00 0.06 -0.04
0.01 -0.02 0.03
-0.12 0.03 -0.10
0.10 -0.03 0.00
-0.06 0.01 0.03
0.01 0.02 -0.01
0.00 -0.02 0.00
-0.01 0.00 -0.04
0.03 0.03 -0.03
0.02 -0.02 0.13
0.01 -0.01 -0.04
0.00 0.03 0.00
-0.04 0.03 -0.01
0.01 -0.01 0.00
0.01 0.00 0.00
0.00 -0.01 -0.03
-0.01 0.01 -0.02
-0.02 -0.01 0.01
0.00 0.02 0.00
0.01 0.00 0.00
-0.01 0.02 0.01
-0.01 -0.02 0.00
0.01 -0.02 -0.03
0.00 0.00 0.00
0.00 0.00 0.00
-0.01 -0.01 0.00
0.01 0.01 0.03
0.01 0.01 -0.01
0.00 -0.01 0.01
0.00 0.01 0.00
-0.01 0.02 0.00
0.03 -0.02 -0.06
-0.02 -0.02 0.04
0.03 -0.05 0.01
0.00 -0.01 0.00
-0.01 0.00 0.01
-0.20 -0.04 -0.17
0.00 0.02 0.00
0.06 0.03 0.03
0.24 0.08 0.11
0.01 0.00 0.01
-0.02 0.02 0.01
-0.01 0.00 -0.01
0.01 0.00 0.01
0.00 0.00 -0.01
-0.01 -0.01 0.00
0.00 -0.01 0.01
-0.01 0.00 -0.01
-0.01 0.01 0.00

=====

No. 3
The following is a quantum chemistry calculation of a structure of composition C15H31IP2Pt at a distorted geometry, from the Open Molecules 2025 dataset.

The calculation puts the largest force on an atom at 7.1 eV/A. The HOMO energy (spin up / spin down) comes out at -6.47 / -6.46 eV. The expectation value of S² is 2.010. Its spin multiplicity is 3. As for the electronic energy: -45968.0779 eV.

Last column: Mulliken spin population.
Cartesian coordinates (Å):
P -1.090 0.255 2.361  0.00
P 1.172 -0.586 -2.008  -0.01
C -2.166 1.412 -0.982  -0.01
C -1.585 1.255 -2.201  0.05
H -1.961 2.334 -0.448  0.00
H -3.020 0.849 -0.534  0.00
H -1.840 0.540 -2.993  0.00
H -0.785 1.952 -2.470  0.00
C 2.746 -0.010 -2.898  0.29
H 3.234 -0.816 -3.456  0.01
H 3.466 0.354 -2.167  -0.01
H 2.424 0.818 -3.539  0.00
C 0.536 -1.295 -3.620  0.15
H 0.376 -0.498 -4.339  0.01
H -0.391 -1.832 -3.521  -0.01
H 1.255 -1.994 -4.096  0.00
C -0.798 2.107 2.563  0.00
H -1.050 2.116 3.629  0.00
H -1.356 2.953 2.151  0.00
H 0.272 2.324 2.519  0.00
C -3.050 0.766 2.226  0.00
H -3.562 -0.190 2.093  0.00
H -3.601 1.508 1.585  0.00
H -3.179 1.065 3.275  0.00
Pt -0.338 -0.773 4.018  0.01
C 0.776 -2.313 -1.354  0.47
C 2.093 -1.694 -0.914  0.24
C 2.516 -0.510 0.129  0.04
C 2.210 1.004 -0.277  0.01
C 1.026 1.068 -1.173  0.36
C -0.131 0.107 -0.902  0.30
C -1.203 -1.076 -0.856  0.04
C -0.412 -2.319 -0.410  0.01
C -0.924 0.703 5.210  0.00
H 0.709 -3.119 -2.074  0.01
H 2.988 -2.072 -1.464  0.00
H 3.620 -0.621 0.051  0.00
H 2.199 -0.804 1.100  0.01
H 2.235 1.846 0.418  0.02
H 3.045 1.319 -0.912  0.00
H 0.714 1.968 -1.611  -0.02
H 0.285 -0.312 0.176  0.00
H -1.687 -1.256 -1.820  0.00
H -2.031 -0.916 -0.153  0.01
H -0.088 -2.086 0.638  0.01
H -1.094 -3.195 -0.267  0.01
H -1.324 0.258 6.137  0.00
H -1.694 1.281 4.689  0.00
H 0.055 1.146 5.426  0.00
I 0.405 -3.020 3.066  0.00

Cartesian forces, eV/Å:
-2.02 3.05 -3.81
1.88 -0.62 -4.34
-1.67 1.09 -1.87
-1.68 1.48 0.39
0.49 -0.26 0.31
1.00 0.32 -0.85
0.00 0.03 0.70
-0.77 -0.11 -0.20
0.55 0.27 -0.56
-0.33 0.12 -0.09
-0.07 -0.17 -0.39
0.31 -0.18 -0.15
-0.38 0.89 -0.99
0.01 0.27 -0.26
-0.39 -0.04 0.21
-0.05 0.51 0.75
0.97 -0.09 1.16
0.45 0.99 -0.50
-0.20 -0.68 -0.65
0.08 0.11 -0.05
0.25 -1.30 1.12
-0.28 0.02 0.16
1.45 -0.38 0.27
-0.54 -0.01 -0.25
-0.04 -1.21 1.01
-0.11 -2.71 3.64
0.98 0.45 -0.69
1.12 -0.67 -0.57
0.66 -0.39 -0.45
-2.38 -0.09 0.24
2.13 -3.93 5.53
-0.95 -0.27 -0.37
-0.38 1.46 0.95
-0.51 -0.44 0.82
0.99 0.01 -0.04
-0.80 0.14 0.66
-0.66 0.14 0.55
-0.32 0.04 0.96
-0.47 -0.80 1.08
-0.14 0.01 0.19
0.49 1.25 -0.95
-0.78 1.12 -1.86
0.13 0.16 -0.12
0.56 0.50 0.03
-0.08 -0.36 -0.83
0.87 0.38 -0.83
-0.01 0.21 -0.21
0.33 0.18 1.24
-0.42 0.89 0.02
0.74 -1.37 -0.12

=====

No. 4
The following is a quantum chemistry calculation of a cluster of 3 separate species, C15H31NO11P2S2 in total at a distorted geometry, from the Open Molecules 2025 dataset.

The calculation puts the largest force on an atom at 9.1 eV/A. The HOMO energy comes out at -9.76 eV. Its spin multiplicity is 1. As for the electronic energy: -80305.9090 eV.

Last column: Löwdin charge in e.
Cartesian coordinates (Å):
C 8.016 -5.226 -4.944  0.10
C 6.981 -4.733 -4.275  -0.21
O 5.682 -4.327 -3.757  -0.32
S 4.605 -4.292 -5.114  1.08
O 3.158 -4.468 -4.613  -0.41
O 5.043 -5.639 -6.085  -0.39
N 4.276 -6.730 -5.749  -0.07
C 5.001 -7.596 -5.027  -0.51
S 5.725 -8.307 -3.677  0.68
H 8.688 -5.708 -5.757  0.08
O 0.994 1.019 0.624  -0.23
P 2.010 0.333 -0.307  0.77
O 0.870 -0.083 -1.419  -0.27
C 0.444 0.902 -2.350  -0.29
C 1.562 1.344 -3.282  -0.08
O 2.086 -1.028 0.655  -0.25
C 1.835 -0.876 2.060  -0.28
C 0.371 -1.164 2.372  -0.07
O 3.205 -0.374 -1.320  -0.26
C 3.134 -1.777 -1.669  -0.25
C 1.968 -2.249 -2.542  -0.07
H 0.030 1.759 -1.811  0.10
H -0.358 0.456 -2.940  0.12
H 2.368 1.826 -2.722  0.07
H 1.186 2.064 -4.006  0.08
H 1.997 0.502 -3.827  0.07
H 2.131 0.117 2.405  0.10
H 2.472 -1.581 2.603  0.11
H -0.310 -0.734 1.631  0.06
H 0.099 -0.784 3.360  0.08
H 0.195 -2.241 2.355  0.07
H 3.178 -2.392 -0.769  0.11
H 4.056 -1.987 -2.219  0.11
H 1.026 -2.285 -1.995  0.08
H 2.145 -3.274 -2.887  0.06
H 1.832 -1.623 -3.424  0.07
O -2.135 1.254 2.836  -0.22
P -2.678 2.688 2.960  0.76
O -4.162 2.196 3.478  -0.27
C -4.318 1.849 4.846  -0.29
C -4.103 3.033 5.775  -0.08
O -2.894 2.831 1.312  -0.25
C -2.034 2.070 0.451  -0.29
C -2.697 0.751 0.072  -0.06
O -3.204 4.318 3.123  -0.27
C -4.336 4.801 2.364  -0.26
C -5.717 4.216 2.672  -0.08
H -3.633 1.033 5.097  0.11
H -5.338 1.480 4.966  0.12
H -3.078 3.404 5.703  0.07
H -4.275 2.737 6.809  0.08
H -4.772 3.865 5.539  0.07
H -1.058 1.910 0.914  0.07
H -1.841 2.657 -0.452  0.11
H -3.208 0.278 0.917  0.08
H -1.966 0.048 -0.336  0.07
H -3.466 0.928 -0.683  0.07
H -4.139 4.710 1.294  0.11
H -4.385 5.874 2.567  0.12
H -5.833 3.201 2.294  0.07
H -6.496 4.805 2.170  0.08
H -5.937 4.217 3.739  0.06

Cartesian forces, eV/Å:
-6.63 2.61 2.89
4.03 -2.59 -3.60
3.32 -2.02 -1.69
-4.28 0.41 -0.02
5.58 0.03 -1.26
0.04 2.03 0.94
2.40 -5.75 2.86
-0.95 2.27 1.99
-2.16 1.70 -4.46
-1.30 1.25 2.25
3.30 3.29 -1.07
-4.65 -7.75 0.49
0.10 0.75 -0.36
-0.05 0.05 -0.35
0.10 0.03 0.02
1.17 0.87 -0.01
-0.49 -0.11 0.33
-0.04 -0.21 -0.03
0.49 3.02 0.88
-0.16 -1.08 -0.16
-0.22 -0.06 0.31
-0.03 -0.01 -0.01
-0.03 -0.08 0.16
0.04 0.02 -0.05
-0.08 0.08 -0.02
-0.08 0.12 0.14
-0.16 -0.09 -0.15
0.04 -0.12 -0.34
0.23 0.20 0.19
-0.01 -0.01 -0.11
0.03 -0.04 0.07
-0.05 0.28 0.00
0.08 0.50 0.05
0.10 0.15 -0.01
0.34 0.27 0.13
0.03 -0.02 -0.01
2.84 2.25 3.03
-6.52 -2.10 -5.76
0.24 0.05 0.77
-0.18 0.04 0.29
0.07 0.07 -0.01
0.95 0.82 0.60
0.05 -0.54 -0.12
-0.18 0.01 -0.14
2.55 -0.73 1.48
-0.71 0.28 -0.62
0.04 -0.26 -0.17
-0.03 -0.01 -0.01
0.03 -0.05 -0.17
0.00 0.05 0.05
-0.01 -0.08 0.07
0.12 -0.15 0.00
-0.30 -0.03 -0.04
-0.28 0.20 0.13
0.31 0.13 0.02
0.00 0.06 0.01
0.02 -0.02 -0.08
0.15 -0.15 0.20
0.36 -0.12 0.33
0.10 0.07 0.10
0.33 0.23 0.05
0.01 0.03 -0.02

=====

electronic energy of number 4 (C15H31NO11P2S2)?
-80305.9090 eV